{"formula": "C38H61BrCl22O3S", "method": "the ωB97M-V functional and the def2-TZVPD basis", "homo_energy_ev": -8.52, "smiles": "CCCCCc1c(C)c2c(c(S)c1O)C(=O)C(Br)=CC2=O.ClCCCl.ClCCCl.ClCCCl.ClCCCl.ClCCCl.ClCCCl.ClCCCl.ClCCCl.ClCCCl.ClCCCl.ClCCCl", "gap_ev": 7.637, "energy_ha": -14806.71093, "symbols": ["H", "Cl", "H", "C", "C", "C", "H", "H", "H", "Cl", "H", "S", "C", "H", "H", "H", "C", "Cl", "Cl", "Cl", "H", "H", "C", "H", "H", "H", "H", "H", "C", "C", "C", "C", "Cl", "Cl", "Cl", "H", "Cl", "H", "Cl", "C", "H", "C", "C", "H", "C", "H", "Cl", "Cl", "H", "H", "C", "Cl", "H", "H", "O", "H", "H", "H", "H", "H", "Cl", "C", "H", "H", "C", "Cl", "H", "H", "C", "H", "C", "C", "H", "H", "H", "C", "H", "C", "C", "Cl", "Br", "H", "H", "C", "H", "H", "O", "H", "H", "H", "H", "C", "C", "H", "H", "Cl", "H", "C", "O", "C", "H", "H", "H", "Cl", "C", "C", "H", "H", "Cl", "H", "Cl", "H", "C", "C", "C", "C", "C", "H", "Cl", "C", "C", "H", "Cl", "H", "C", "H"], "xyz": [[-4.6220, -0.7092, -0.9393], [-0.9391, 7.7009, 0.1869], [2.2782, -5.2727, -2.1783], [-5.0913, -9.5819, 1.0482], [-0.9193, -3.3130, -2.0392], [-3.0899, 0.8336, -1.5041], [-2.8971, 6.8981, 1.1962], [2.0181, 0.6922, -1.4864], [-4.4723, -9.5611, 1.9421], [-1.5080, -2.0224, 2.2873], [-5.7243, 3.1250, -0.9918], [-1.2177, 3.0878, 2.8311], [-2.1145, 1.9225, 0.4878], [-5.1733, -4.7136, -0.2459], [1.2901, 2.3455, 2.2346], [3.9114, -0.0796, -1.0721], [4.1779, 0.1756, -0.0427], [8.2941, 0.0682, 0.2404], [6.3318, 1.8434, -2.0124], [0.4216, -4.8242, 2.3353], [0.4984, 1.0222, -3.1844], [-6.8758, -8.6436, 0.2775], [-5.3128, 4.1063, -0.7513], [1.7084, 2.1813, -2.3212], [3.2754, 1.5781, 1.3239], [-1.1941, 10.6060, -2.8793], [-7.1490, 4.7158, 0.1517], [11.6245, 1.5435, -0.3277], [6.2944, 2.4990, -4.6643], [-5.1867, -4.4704, -2.3846], [3.0726, 2.4554, -0.7069], [-2.5242, -5.7496, 7.2953], [-4.4842, -2.8355, -2.2609], [-0.1785, 12.7212, -3.1209], [0.5493, -1.9670, -0.1622], [4.7586, 2.1428, 0.5907], [-5.8618, 6.6723, 0.0209], [3.9614, -0.6473, 1.9610], [-0.3478, -7.0967, 6.3422], [-1.2190, -6.3734, 7.7184], [7.2962, 2.8986, -4.5244], [-1.7564, -3.4785, 3.2914], [-0.4497, -4.1043, 3.7163], [0.2074, -3.3768, 4.1887], [-1.0423, 2.4146, 1.1898], [-6.9658, 5.2632, -1.5165], [5.1904, -5.3812, -4.4457], [-4.2165, 4.5492, -2.0858], [-6.9598, -9.1215, 1.9745], [-2.1997, 8.9775, 2.4589], [-1.0216, -2.3060, -0.9239], [-3.1373, -5.6136, -1.0066], [-2.5709, 7.5984, 3.4966], [-2.3213, -3.1643, 4.1604], [-3.3206, 0.8913, -2.6939], [-1.9163, -3.5757, -2.3779], [-1.6737, -2.6911, -0.1448], [-0.4153, -4.2225, -1.7186], [5.2556, 0.0289, 0.0822], [-0.5624, -5.6448, 8.1880], [10.4385, 0.9306, -2.2544], [1.8426, 1.7635, -1.3155], [1.3734, 11.1081, -1.2823], [-1.2191, 1.1928, -3.4192], [-6.4375, 5.0942, -0.5811], [-2.2759, -4.2978, 6.2883], [3.8067, 2.6383, -1.4985], [-5.3993, -10.6109, 0.8678], [0.2285, 2.3834, 0.6308], [-1.4320, -1.3611, -1.2787], [0.4906, 1.8827, -0.6234], [-0.5565, 11.2151, -2.2431], [0.4131, 9.6315, -1.1889], [-0.6340, -4.9051, 4.4235], [-5.4013, -6.2111, -1.1474], [10.5694, 1.3639, -0.5301], [6.6523, 0.5263, -3.9207], [-0.6185, 1.3863, -1.3424], [-1.8842, 7.9753, 2.7400], [3.3871, -3.2381, -2.5032], [-5.5490, -0.1537, 1.8150], [2.8030, 3.4312, -0.2947], [-1.1246, 11.4986, -1.3582], [-0.4695, 0.7961, -2.7381], [10.5242, -0.6869, 0.1444], [10.2735, 0.5164, 1.4108], [1.2440, 2.8634, 1.4197], [-0.5264, -0.2918, -2.6432], [-2.3672, -4.1788, 2.7241], [-2.1484, 2.3260, 3.4417], [4.9732, 1.0481, -3.7651], [-3.5189, 1.8864, 1.0399], [6.0088, 1.3771, -3.6994], [-3.1376, -6.4480, 6.7310], [-4.7191, 4.0109, 0.1492], [5.1339, 3.8412, -4.4924], [-6.2644, -4.3625, -2.4985], [-1.8815, 1.3993, -0.7979], [-3.9721, 2.7294, 1.7730], [2.9476, -4.9012, -2.9541], [-1.4637, 6.0727, 1.8107], [4.7607, -5.7598, -2.1587], [6.2093, 2.1343, -5.6872], [-0.2805, 8.0986, 3.5098], [-1.8783, 7.0451, 1.5544], [-4.8753, -5.2577, -1.1385], [-1.4095, -7.1742, 8.4315], [-3.0855, -5.4346, 8.1739], [-4.0717, -9.1031, -0.3353], [10.0267, 2.2935, -0.3747], [-0.0416, -2.6681, -3.4566], [-4.7958, -4.9447, -3.2820], [3.8091, 1.6335, 0.3728], [3.5248, -0.7997, 0.9647], [0.6856, 10.4680, -1.8299], [-6.3101, -8.7088, 1.2042], [-4.3038, 0.6701, 0.6203], [2.4531, -0.5865, 1.0623], [-5.8912, -7.0529, 1.7164], [-4.1025, 0.1771, -0.5835], [4.1523, -5.8024, -3.0591], [3.8291, -6.8320, -3.2072], [1.5590, 9.7886, -3.2272], [2.3958, -4.8603, -3.8908], [10.0577, 0.2688, 0.3722], [3.6897, -1.8511, 0.7042]], "atomic_forces_ev_per_a": [[-0.038, 0.368, -0.103], [0.025, -0.025, -0.020], [0.060, -0.015, 0.030], [0.047, -0.168, 0.018], [-0.016, -0.017, -0.045], [-0.258, 0.143, 0.001], [0.007, 0.058, -0.003], [0.066, 0.158, 0.116], [0.019, 0.080, -0.037], [-0.172, 0.051, 0.357], [-0.052, 0.042, -0.043], [0.839, 0.428, 0.460], [-0.611, -0.444, -0.602], [0.047, 0.026, -0.014], [-0.202, 0.185, 0.074], [0.021, 0.118, 0.093], [-0.143, -0.152, 1.269], [0.011, -0.078, 0.037], [0.127, 0.099, -0.114], [0.019, 0.035, -0.048], [-0.116, -0.139, 0.159], [0.068, 0.054, -0.016], [-0.063, -0.097, -0.092], [0.009, 0.014, 0.225], [-0.137, 0.168, -0.217], [0.070, 0.018, -0.054], [0.069, -0.006, 0.044], [-0.002, -0.063, -0.008], [0.056, -0.055, -0.116], [-0.079, -0.082, 0.076], [0.139, -0.456, 0.523], [-0.125, -0.054, 0.181], [-0.093, 0.049, -0.263], [-0.005, 0.005, -0.031], [0.107, 0.125, -0.385], [-0.269, 0.113, 0.010], [0.010, 0.037, -0.020], [-0.030, 0.040, -0.176], [0.017, 0.038, -0.029], [0.003, -0.031, 0.115], [-0.043, 0.032, 0.083], [-0.006, -0.026, -0.072], [0.040, 0.018, -0.086], [0.007, 0.039, -0.105], [-1.333, 0.007, 0.870], [0.087, 0.075, -0.014], [0.023, 0.015, 0.006], [0.047, 0.006, 0.023], [0.052, -0.005, 0.021], [0.081, -0.003, -0.030], [-0.077, -0.110, -0.076], [0.022, -0.073, 0.122], [0.026, -0.067, -0.029], [0.011, 0.110, -0.048], [0.143, -0.244, 0.603], [0.044, 0.068, -0.025], [-0.012, -0.102, -0.031], [0.082, 0.082, 0.038], [-0.088, 0.101, -0.413], [0.005, 0.022, -0.083], [-0.028, 0.011, -0.017], [0.052, 0.537, 0.165], [0.007, 0.038, -0.088], [-0.077, -0.302, 0.179], [-0.111, -0.115, 0.013], [-0.215, -0.146, 0.482], [-0.259, -0.060, -0.047], [-0.060, 0.034, -0.014], [0.881, 0.141, 0.870], [0.026, -0.082, 0.034], [-0.177, -0.430, -0.833], [-0.099, -0.054, 0.095], [-0.041, 0.029, -0.045], [-0.021, -0.060, -0.090], [0.061, -0.025, -0.055], [0.089, 0.073, 0.084], [0.044, 0.050, -0.004], [0.185, 0.071, -1.197], [-0.115, 0.002, 0.030], [0.120, 0.056, 0.026], [0.394, 0.553, -0.258], [0.007, -0.111, -0.129], [0.061, 0.002, 0.021], [0.560, 0.332, 0.285], [-0.047, 0.016, -0.078], [-0.001, 0.071, -0.030], [0.319, 0.017, -0.238], [-0.117, 0.249, -0.414], [0.076, 0.016, -0.063], [0.032, -0.102, -0.687], [-0.010, 0.076, 0.034], [0.381, -0.363, 0.291], [0.005, -0.144, -0.041], [0.073, 0.030, -0.080], [-0.025, 0.204, 0.020], [0.000, 0.021, 0.027], [0.016, 0.088, 0.077], [-0.953, -0.096, 0.318], [-0.159, -0.165, 0.090], [-0.132, -0.036, 0.002], [0.078, 0.042, -0.001], [0.021, 0.087, -0.040], [-0.053, -0.025, 0.028], [0.018, 0.035, -0.009], [-0.175, -0.134, 0.026], [-0.176, -0.137, -0.019], [-0.049, -0.009, -0.044], [0.068, 0.030, 0.014], [-0.082, 0.060, 0.064], [-0.075, -0.056, -0.054], [0.042, -0.187, -0.090], [0.119, 0.044, 0.056], [0.699, -0.237, -0.558], [0.082, 0.116, -0.173], [0.004, -0.058, 0.123], [-0.087, -0.107, -0.006], [-0.117, 0.007, 0.466], [0.134, -0.226, -0.088], [0.004, 0.030, 0.011], [0.412, -0.319, -0.618], [-0.045, -0.120, 0.077], [-0.039, 0.033, -0.041], [0.022, 0.024, -0.016], [0.056, 0.052, -0.011], [0.058, -0.019, 0.105], [-0.192, 0.134, -0.043]], "lowdin_charge": [0.04, 0.56, 0.07, -0.66, -0.67, -0.32, 0.05, 0.11, 0.07, 0.58, 0.08, 0.88, -0.10, 0.06, 0.10, 0.08, -0.27, 0.54, 0.60, 0.54, 0.07, 0.07, -0.66, 0.12, 0.08, 0.07, 0.07, 0.07, -0.66, -0.61, -0.19, -0.63, 0.64, 0.53, 0.59, 0.10, 0.54, 0.08, 0.57, -0.65, 0.07, -0.67, -0.69, 0.07, -0.42, 0.07, 0.53, 0.57, 0.07, 0.07, -0.67, 0.58, 0.07, -0.01, 0.10, -0.02, 0.01, 0.06, 0.05, 0.07, 0.53, -0.11, 0.07, 0.09, -0.65, 0.65, 0.06, 0.07, -0.27, 0.04, -0.06, -0.67, 0.01, -0.02, 0.04, -0.66, 0.08, -0.13, -0.66, 0.53, 0.76, 0.11, 0.07, -0.02, 0.07, 0.07, -0.01, 0.02, 0.07, -0.10, 0.07, -0.39, -0.63, 0.07, 0.04, 0.54, 0.08, -0.07, 0.04, -0.68, 0.04, 0.07, 0.07, 0.53, -0.65, -0.68, 0.07, 0.07, 0.54, 0.07, 0.58, 0.08, -0.21, -0.14, -0.67, -0.65, -0.58, 0.02, 0.56, -0.05, -0.67, 0.07, 0.54, 0.06, -0.66, 0.06]}